Model i:
A single C6H11N molecule, computed with the ωB97M-V functional and the def2-TZVPD basis.

Summary:
Gap between HOMO and LUMO   8.9 eV
HOMO energy   -0.2849 hartree

Geometry as XYZ:
```
18
C6H11N, DFT the ωB97M-V functional and the def2-TZVPD basis
C -0.1569 -0.5322 -2.8647
C 0.7351 -0.0241 -1.9827
C 1.7087 -0.7235 -0.9799
N 0.9318 -0.9048 0.3793
C 0.3673 0.1746 1.0881
C -0.9817 0.3919 1.3032
C -1.3050 1.0824 2.4628
H -0.1684 -1.5398 -3.2802
H -1.1002 -0.0743 -2.9888
H 0.5390 0.9791 -1.5246
H 2.6049 -0.1202 -0.7197
H 1.8865 -1.6198 -1.4738
H 0.1423 -1.5162 0.1570
H 1.1025 0.8212 1.5299
H -1.6761 -0.0169 0.5749
H -2.2554 1.5759 2.2795
H -0.5990 1.7016 2.9364
H -1.7752 0.3450 3.1034
```

Results of the natural (NBO) charge analysis, in e, for atoms 1 through 2: C -0.41; C -0.18

---

Model ii:
A single C6H11N molecule, computed with the ωB97M-V functional and the def2-TZVPD basis.

Summary:
Gap between HOMO and LUMO   9.1 eV
HOMO energy   -0.2981 hartree

Geometry as XYZ:
```
18
C6H11N, DFT the ωB97M-V functional and the def2-TZVPD basis
C 2.2200 2.4272 -0.4272
C 1.0316 1.6277 -0.8442
C 0.4665 0.6614 -0.0790
C -0.9503 0.3011 -0.3732
C -1.5371 -1.0612 -0.1115
C -1.0979 -1.8704 0.8502
N -1.4636 -3.2599 1.0667
H 2.0593 3.5032 -0.5227
H 2.4702 2.2138 0.6121
H 3.1024 2.2564 -1.0561
H 0.8768 1.6027 -1.9252
H 1.1121 -0.1065 0.3452
H -1.6933 1.0973 -0.2676
H -1.0451 0.3430 -1.4895
H -2.5969 -1.0603 -0.3641
H -0.1036 -1.7093 1.2681
H -2.1772 -3.2656 1.7950
H -0.6739 -3.7007 1.5230
```

Results of the natural (NBO) charge analysis, in e, for atoms 1 through 2: C -0.65; C -0.16

---

Model iii:
2 unconnected molecules or ions with the total composition C6H11N, computed with the ωB97M-V functional and the def2-TZVPD basis.

Summary:
Gap between HOMO and LUMO   8.5 eV
HOMO energy   -0.2848 hartree

Geometry as XYZ:
```
18
C6H11N, DFT the ωB97M-V functional and the def2-TZVPD basis
C -1.6173 -0.4475 -0.6855
C 1.7303 1.2263 -0.4869
C -0.8198 -0.0722 0.2600
C -1.1962 0.8757 1.3551
C 0.9684 -1.6563 -0.5515
C 0.5786 -0.5699 0.4241
N 1.4463 2.3887 -0.3375
H -1.2331 -1.1487 -1.4371
H -2.5849 -0.0673 -0.8048
H 2.3666 0.8176 -1.2752
H -0.7230 0.6464 2.3693
H -2.3263 0.8362 1.4015
H -1.0359 1.8801 1.0818
H 0.2171 -2.5333 -0.3630
H 1.9200 -2.2026 -0.3050
H 0.8475 -1.2386 -1.5107
H 1.1477 -0.7364 1.2600
H 2.0708 3.0197 -0.8417
```

Results of the natural (NBO) charge analysis, in e, for atoms 1 through 2: C -0.42; C 0.17

---

Model iv:
A single C6H11N molecule, computed with the ωB97M-V functional and the def2-TZVPD basis.

Summary:
Gap between HOMO and LUMO   4.0 eV
HOMO energy   -0.2362 hartree

Geometry as XYZ:
```
18
C6H11N, DFT the ωB97M-V functional and the def2-TZVPD basis
C 1.1645 -0.2067 1.4129
N -1.3872 -1.0274 -1.0501
C -0.7197 0.0340 -0.3105
C 0.7736 -0.4444 -0.1127
C 1.1750 -1.8501 -0.0852
C -0.1758 2.4525 0.2269
C -0.9920 1.3323 -0.3456
H 2.2267 -0.2334 1.6166
H 0.9439 -1.0306 2.0092
H 0.6229 0.5968 1.8517
H -0.5808 -1.6556 -1.2236
H -1.9703 -1.5974 -0.4801
H 1.5821 -2.3280 -0.9535
H 1.0222 -2.4378 0.7965
H 1.1847 0.2843 -0.7212
H -0.6385 2.8982 1.1427
H -0.0398 3.1512 -0.6007
H -1.9968 1.6380 -0.8010
```

Results of the natural (NBO) charge analysis, in e, for atoms 1 through 2: C -0.56; N -0.82

---

How far above the most stable structure does each one sit? In hartree: model i 0.0000; model ii 0.0061; model iii 0.0442; model iv 0.1896.